A 4-piece molecular cluster, H7O4 overall. Source: the Open Molecules 2025 dataset; level of theory: wB97M-V/def2-TZVPD.

Last columns: bonded neighbours and bond lengths (Å).
Positions of all 11 atoms, in Å:
1 O 0.39130 0.37477 -0.42805  H2 0.958
2 H -0.33878 0.99466 -0.44663  O1 0.958
3 O 1.07767 -0.37499 -2.86233  H4 1.007, H5 0.958
4 H 0.72722 -0.11622 -1.95418  O3 1.007
5 H 1.84368 -0.90479 -2.63825  O3 0.958
6 O -1.59346 -1.10457 0.46804  H7 1.008, H8 0.946
7 H -0.70650 -0.75877 0.13536  O6 1.008
8 H -1.42735 -1.68711 1.19501  O6 0.946
9 O 0.02738 1.17787 2.59254  H10 0.961, H11 0.958
10 H -0.60684 1.60276 2.00802  O9 0.961
11 H 0.60567 0.79640 1.93048  O9 0.958

As for the max |F|: 0.83 eV Å⁻¹. The molar mass comes out at 71.052 g/mol. Its total energy is -8304.8162 eV. The spin multiplicity is 1. Its total charge is -1. For the orbital gap, the calculation gives 8.95 eV. The HOMO energy comes out at -4.4 eV.